One molecule with the formula C4H7NO in a non-equilibrium geometry. Source: OMol25; level of theory: the ωB97M-V functional and the def2-TZVPD basis.

Kohn-Sham gap	11.69	eV
HOMO energy	-10.8	eV
SMILES	CCOCC#N

The geometry in XYZ format:
```
13
Properties=species:S:1:pos:R:3:forces:R:3
C 1.5898 0.6937 0.9295 0.060 0.017 0.029
C 0.6632 0.3133 -0.2036 0.120 0.179 -0.036
O -0.0600 -0.8212 0.2595 -0.042 -0.047 0.050
C -1.1903 -1.1448 -0.4874 -0.148 -0.115 -0.119
C -2.1745 -0.0354 -0.5043 -0.600 0.828 -0.069
N -2.8719 0.8864 -0.5359 0.594 -0.947 0.056
H 2.2092 -0.1681 1.1932 -0.009 0.148 -0.010
H 2.2390 1.5317 0.6609 -0.099 -0.110 -0.011
H 0.9960 0.9701 1.8056 0.122 -0.006 -0.107
H 1.2161 0.0599 -1.1219 -0.083 -0.024 0.145
H -0.0292 1.1329 -0.4445 0.108 -0.115 0.079
H -1.6353 -2.0266 -0.0181 -0.026 0.155 -0.122
H -0.9524 -1.3917 -1.5332 0.002 0.037 0.115
```
Positions in Å, forces in eV/Å.